ORCA calculation (ωB97M-V with the def2-TZVPD basis set) on 9 unconnected molecules or ions with the total composition C32H81BrFN4O9.

```
128
Properties=species:S:1:pos:R:3:forces:R:3
C -1.409265 -1.614598 -0.928802 -0.2 0.0 -0.1
C -1.483810 -1.448735 -2.461575 0.0 -0.3 0.3
O -1.963346 -0.166574 -2.847299 -0.1 -0.1 0.1
C -3.379194 -0.051188 -2.691301 0.1 0.0 0.0
C -3.783174 1.113253 -1.795955 -0.1 0.2 0.0
C -2.973276 2.403183 -1.976121 0.1 -0.1 -0.1
C -1.654288 2.437988 -1.183755 0.1 0.0 -0.6
C -1.269188 3.874478 -0.796452 -0.2 -0.1 0.2
C -0.299956 4.081583 0.384249 0.2 -0.2 -0.1
C 1.177987 3.995077 -0.036972 -0.3 0.0 -0.4
C 1.598957 2.805145 -0.896353 0.3 -0.1 0.2
C 1.443405 1.401976 -0.316533 0.3 -0.4 -0.3
N 2.098622 1.229417 0.996726 -0.4 -0.1 0.1
N 2.124936 4.136322 1.114083 -0.7 0.5 0.0
C 1.657557 3.744585 2.334972 0.1 -0.1 0.0
N 2.501733 3.414026 3.270071 0.3 0.3 0.2
Br 4.325618 3.386880 3.042262 -0.1 0.0 0.0
N 0.321552 3.720083 2.724660 0.1 -0.6 -0.2
C -0.588488 3.244286 1.644553 -0.4 0.5 0.0
C -2.035730 3.431489 2.154956 0.1 0.1 0.0
F -2.805330 2.414402 1.592616 0.0 -0.1 -0.2
C -2.241719 3.365650 3.653789 -0.1 -0.3 0.2
C -3.730789 3.269496 3.986283 -0.4 -0.1 0.2
H -0.425966 -1.970581 -0.609976 -0.1 0.0 0.0
H -2.158466 -2.324897 -0.569151 0.1 0.1 0.0
H -1.610937 -0.650236 -0.450943 0.1 -0.1 0.0
H -2.127838 -2.230703 -2.874516 0.1 0.1 -0.1
H -0.493189 -1.598671 -2.896098 -0.1 0.3 -0.1
H -3.769595 -0.978963 -2.256888 -0.1 0.1 -0.2
H -3.825499 0.069396 -3.686248 0.1 0.0 0.1
H -4.829620 1.351273 -2.019615 0.0 -0.2 0.1
H -3.749192 0.803584 -0.742733 0.0 0.1 -0.1
H -2.739162 2.540018 -3.039639 -0.1 0.0 0.1
H -3.611094 3.246200 -1.685957 0.1 -0.1 0.1
H -1.739336 1.797409 -0.308147 -0.1 0.1 0.0
H -0.900069 1.983184 -1.833006 0.0 0.0 0.2
H -0.880328 4.401608 -1.677511 0.0 0.0 0.1
H -2.198325 4.396870 -0.536381 0.1 0.0 0.0
H -0.422893 5.115541 0.727762 -0.1 -0.1 -0.1
H 1.356966 4.880388 -0.656990 0.0 -0.1 0.1
H 1.075756 2.848033 -1.856288 0.0 0.1 0.1
H 2.663122 2.964735 -1.115984 -0.1 -0.1 0.0
H 1.877171 0.724785 -1.065930 -0.1 0.0 0.1
H 0.400916 1.087494 -0.223790 0.1 0.3 0.0
H 3.042783 0.872088 0.870678 0.0 0.2 -0.1
H 1.589429 0.506924 1.497186 0.2 0.0 0.0
H 2.406046 5.114803 1.204535 0.5 -0.3 -0.1
H 2.149596 3.152329 4.183634 0.0 0.0 -0.1
H 0.049651 4.678171 2.964796 0.0 -0.1 0.1
H -0.431027 2.173980 1.497268 0.1 0.1 0.1
H -2.440000 4.372505 1.765504 0.0 0.0 0.0
H -1.713786 2.487662 4.046507 0.0 0.1 0.0
H -1.815203 4.242387 4.151245 0.0 0.0 -0.2
H -4.108222 2.246227 3.918806 0.2 0.1 -0.1
H -4.345779 3.868166 3.306731 0.1 0.0 0.1
H -3.941867 3.615793 4.999707 0.1 0.0 -0.1
C -0.389684 8.863385 3.374864 -0.1 -0.1 0.1
C 0.111349 7.750734 2.478461 -0.1 0.1 0.0
O -0.906902 6.781267 2.201829 0.2 0.0 0.1
H -0.762075 8.456649 4.315431 0.0 0.0 0.0
H 0.405257 9.576932 3.591539 0.0 0.0 0.0
H -1.209939 9.401746 2.896207 0.0 0.0 0.0
H 0.922332 7.205166 2.966459 0.0 0.0 0.0
H 0.493783 8.158655 1.537776 0.1 0.0 0.0
H -1.635895 7.236398 1.764780 0.0 -0.1 0.1
C -3.076058 5.753052 8.313193 -0.1 -0.1 0.0
C -2.961774 5.870210 6.805277 -0.1 0.1 0.1
O -4.224992 5.765226 6.157176 0.1 0.1 0.0
H -3.541686 4.805579 8.585232 0.0 0.0 0.0
H -2.095498 5.810665 8.787784 0.0 0.0 0.0
H -3.696695 6.556137 8.716158 0.0 0.0 0.0
H -2.352901 5.057538 6.406362 0.0 0.0 0.0
H -2.482715 6.818154 6.533545 0.1 0.0 0.0
H -4.780881 6.481935 6.481752 0.0 -0.1 0.0
C -1.726170 -6.446952 -4.814003 -0.1 -0.1 0.1
C -1.606407 -4.955643 -4.577443 0.1 -0.1 0.1
O -1.605735 -4.644513 -3.184592 0.1 0.0 0.0
H -2.644703 -6.824995 -4.363048 0.0 0.0 -0.1
H -1.738553 -6.677208 -5.880485 0.0 0.0 0.0
H -0.889385 -6.970458 -4.349026 0.0 0.0 -0.1
H -2.458569 -4.431531 -5.010069 0.0 0.1 0.1
H -0.695298 -4.560476 -5.039617 0.0 0.0 -0.1
H -0.844620 -5.094701 -2.799062 -0.1 -0.1 0.0
C 7.052561 0.498305 1.481252 -0.1 0.1 0.0
C 5.801622 -0.294065 1.155306 0.1 0.0 -0.1
O 5.127282 0.215245 0.003847 -0.1 0.1 0.1
H 6.807363 1.549386 1.643733 0.0 0.0 0.0
H 7.539960 0.109400 2.375793 0.0 0.0 0.0
H 7.766774 0.449767 0.656780 0.0 0.0 0.0
H 5.084617 -0.232709 1.974698 0.0 0.0 0.0
H 6.047107 -1.348621 1.001752 0.0 0.0 0.1
H 5.726735 0.155147 -0.747434 -0.1 0.0 0.0
C 2.760739 -9.071770 -2.674769 -0.1 0.1 0.1
C 1.742269 -8.434433 -3.597920 0.1 0.0 0.0
O 1.314643 -7.152835 -3.132465 0.0 0.1 0.0
H 2.349841 -9.177287 -1.670161 0.0 0.0 0.0
H 3.060003 -10.056676 -3.029876 0.0 0.0 0.0
H 3.657835 -8.451486 -2.602651 0.0 0.0 0.0
H 0.842335 -9.045435 -3.657583 0.0 0.0 0.0
H 2.151936 -8.336415 -4.608797 0.0 -0.1 0.0
H 2.089475 -6.583538 -3.082301 0.0 0.0 0.0
C 4.181622 -0.080755 -3.398816 -0.1 0.0 0.1
C 4.912450 -1.068083 -4.289353 -0.1 0.0 -0.1
O 4.047377 -2.084532 -4.777436 0.0 0.0 0.1
H 3.719427 -0.595230 -2.554772 0.0 0.0 0.0
H 4.863351 0.682074 -3.015235 0.0 0.0 0.0
H 3.387070 0.423676 -3.954189 0.0 0.1 0.0
H 5.694388 -1.582943 -3.731601 0.0 0.0 0.0
H 5.386462 -0.548969 -5.129011 0.1 0.0 0.1
H 3.353051 -1.666939 -5.297775 0.0 0.0 0.0
C -6.536081 -0.126090 3.458541 0.0 0.1 0.0
C -7.230233 0.461641 2.244259 0.1 0.0 0.0
O -6.551195 1.609470 1.743512 0.0 0.0 0.0
H -6.459571 0.621372 4.249413 0.0 0.0 0.0
H -7.081642 -0.988263 3.844049 0.0 0.0 0.0
H -5.522868 -0.449321 3.204699 0.0 0.0 0.0
H -8.233815 0.796444 2.502118 0.0 0.0 0.0
H -7.318885 -0.291629 1.454333 -0.1 0.0 0.0
H -5.659934 1.340438 1.494719 0.0 0.1 0.0
C 4.305106 -13.795729 -4.560317 0.0 0.0 0.1
C 4.510816 -12.324579 -4.254718 0.1 -0.1 0.1
O 4.566517 -12.067672 -2.853217 0.0 0.0 -0.1
H 3.388356 -14.155730 -4.092589 0.0 0.0 0.0
H 4.240429 -13.967007 -5.635540 0.0 0.0 0.0
H 5.133865 -14.390700 -4.169705 0.0 0.0 0.0
H 3.675380 -11.736697 -4.634802 0.0 0.0 0.0
H 5.424774 -11.959114 -4.734607 0.0 0.0 -0.1
H 5.308245 -12.565798 -2.494313 0.0 0.0 0.0
```
Forces are in eV/Å.

Computed properties:
- HOMO energy (Ha) = -0.4040
- Kohn-Sham gap (eV) = 7.8
- total charge = +1
- strongest force on any atom (eV/A) = 0.9